{"formula": "C27H48MgOP2", "method": "ωB97M-V with the def2-TZVPD basis set", "relative_energy_kj_mol": 0.00, "homo_lumo_gap_ev": 3.510, "symbols": ["P", "P", "C", "C", "H", "H", "H", "H", "C", "H", "H", "H", "C", "H", "H", "H", "C", "H", "H", "H", "C", "H", "H", "H", "Mg", "C", "C", "C", "C", "C", "C", "C", "C", "C", "H", "H", "H", "H", "H", "H", "H", "H", "H", "H", "H", "H", "H", "H", "H", "C", "C", "C", "C", "C", "C", "C", "C", "C", "C", "C", "C", "O", "H", "H", "H", "H", "H", "H", "H", "H", "H", "H", "H", "H", "H", "H", "H", "H", "H"], "coordinates": [[0.837438, -2.756798, -0.558404], [1.173988, 1.905645, -0.485388], [0.197096, -1.029469, -0.987913], [1.303642, 0.058438, -1.132767], [-0.544376, -0.940573, -0.150558], [-0.300526, -1.093651, -1.967246], [2.241501, -0.262769, -0.644888], [1.491347, 0.204132, -2.214748], [-0.459834, 2.270209, -1.354225], [-1.321878, 2.605953, -0.737181], [-0.802676, 1.376124, -1.926428], [-0.367949, 3.103088, -2.054595], [2.189053, 3.045896, -1.541365], [1.680860, 3.287792, -2.481391], [3.188692, 2.640338, -1.749970], [2.303282, 3.984355, -0.971404], [-0.230863, -4.098089, -1.097087], [-0.199094, -4.931456, -0.375510], [0.127437, -4.473250, -2.065551], [-1.274903, -3.770705, -1.207566], [2.499499, -2.947211, -1.165628], [2.999637, -1.979453, -1.310873], [2.445896, -3.483016, -2.125417], [3.074062, -3.553713, -0.447059], [-1.418564, 0.755816, -0.050261], [0.138255, 1.345235, -4.151038], [-1.205725, 1.272907, -4.201353], [-1.947701, 0.422247, -5.208911], [-1.421184, -1.034525, -5.398334], [-0.782970, -1.632392, -4.171133], [0.539233, -1.485545, -3.937439], [1.467647, -0.751136, -4.858832], [1.048184, 0.712494, -5.175156], [0.806939, -2.650606, 1.242986], [0.648232, 2.016163, -3.450154], [-1.824195, 2.029951, -3.690976], [-1.971443, 0.919732, -6.199153], [-2.999915, 0.349595, -4.893877], [-2.278776, -1.660564, -5.690948], [-0.736633, -1.078102, -6.268097], [-1.398929, -2.337841, -3.596391], [1.057564, -2.122977, -3.202841], [1.587336, -1.307361, -5.809068], [2.476238, -0.737843, -4.414019], [1.968810, 1.315500, -5.265157], [0.586858, 0.747092, -6.176926], [1.172798, -1.654653, 1.540904], [1.437367, -3.426976, 1.692213], [-0.216614, -2.766645, 1.629998], [-1.383503, 3.182431, 1.708675], [-0.631507, 3.311296, 3.024624], [-1.424838, 4.126816, 4.055782], [-0.104543, 2.016925, 3.638584], [0.718439, 2.183558, 4.754681], [1.048305, 1.121648, 5.587499], [0.520367, -0.129489, 5.294636], [-0.224272, -0.362768, 4.150053], [-0.945899, -1.699294, 4.055302], [0.026881, -2.840277, 4.295568], [-2.050740, -1.784704, 5.110297], [-0.412045, 0.695668, 3.186712], [-0.753194, 0.468096, 1.942195], [-2.230102, 2.475547, 1.767103], [-0.605443, 2.899169, 0.978040], [-1.764362, 4.162161, 1.392054], [0.283156, 3.885707, 2.792620], [-2.324698, 3.574519, 4.368707], [-0.810003, 4.313993, 4.948626], [-1.733017, 5.082571, 3.614877], [1.082217, 3.184703, 4.993384], [1.617202, 1.271953, 6.507572], [0.651753, -0.954091, 5.992311], [-1.394422, -1.769711, 3.061259], [0.362533, -2.849434, 5.329988], [-0.444388, -3.799332, 4.095283], [0.919246, -2.766756, 3.677632], [-2.758767, -0.960084, 4.990169], [-2.591825, -2.728880, 5.025346], [-1.626709, -1.713288, 6.117541]], "forces_ev_per_a": [[-0.6635, 1.8239, 0.4178], [-0.8844, -0.7631, 0.4990], [0.1832, -0.4231, 0.0273], [1.1120, 0.8591, -0.1708], [0.7445, -0.3529, -0.7201], [-0.2917, 0.0948, 1.0049], [-0.3233, 0.1129, -0.2495], [0.0907, -0.4764, 0.4390], [-0.4730, 0.6901, -0.4786], [0.7514, 0.0587, -0.2930], [0.2620, 0.8659, 0.1918], [0.1832, 0.1109, -0.1789], [0.2163, -0.2312, -0.4724], [0.3957, -0.0279, 0.1364], [-0.2127, 0.1417, 0.1132], [-0.0378, -0.4765, -0.1064], [-0.1031, -0.5258, -0.2665], [0.0337, 0.2824, -0.1497], [-0.1700, 0.1377, 0.1744], [0.4244, 0.0536, 0.1317], [0.6972, -0.8716, -0.0340], [-0.2600, -0.3832, 0.0830], [0.1919, 0.1877, 0.2817], [0.0286, 0.1510, -0.3059], [-2.3687, -0.7446, 2.3476], [-0.3086, 0.6127, -0.5121], [0.5284, 0.7804, -0.8858], [-0.4396, -0.1648, 0.0143], [-0.3167, 0.1730, -0.2835], [1.1237, -0.5417, -0.4866], [-0.6501, -1.3579, -0.8330], [0.5552, 0.2043, -0.0881], [0.1915, -0.1995, -0.2764], [0.3626, -0.2689, -0.0284], [-0.4718, -0.3458, -0.4173], [0.3762, -0.8301, 0.2068], [0.0895, -0.1211, 0.3869], [0.3373, 0.1218, 0.0010], [0.2199, 0.1930, 0.1370], [-0.0900, 0.0327, 0.5608], [0.3099, 0.5396, 0.0670], [-0.5113, 0.4899, -0.1261], [-0.1257, 0.1622, 0.3286], [-0.3040, -0.0173, -0.0413], [-0.3749, -0.1564, 0.0957], [-0.0009, -0.0020, 0.4238], [-0.1741, -0.2673, -0.0296], [-0.1033, 0.1291, -0.1209], [0.2915, 0.1444, -0.3376], [0.3402, 0.2359, -0.0225], [0.6705, 0.1768, -0.0880], [-0.0173, -0.2467, 0.1012], [0.0745, -0.1278, 0.1992], [-0.2314, -0.2596, 0.1884], [0.1702, 0.0321, 0.2358], [-0.1314, 0.2044, 0.0884], [-0.3450, 0.4471, -0.2829], [0.4251, 0.3803, -0.0496], [0.1523, -0.3661, -0.1538], [-0.2012, 0.2715, -0.1281], [0.6286, 0.2022, 0.2366], [-0.5036, -0.5283, -0.5181], [0.4238, 0.2515, -0.1647], [-0.8154, -0.0359, 0.4665], [-0.0419, -0.0801, 0.1074], [-0.2535, 0.1403, 0.0237], [0.2134, 0.1634, -0.0658], [-0.3318, 0.0252, -0.2618], [0.0337, -0.1000, 0.1499], [-0.1615, -0.1738, 0.0100], [-0.0132, 0.0096, -0.3805], [0.0707, 0.2269, 0.0106], [-0.0423, -0.0154, -0.0076], [-0.0222, -0.0615, 0.0863], [-0.0902, -0.2701, 0.0153], [0.0256, 0.0626, 0.0946], [0.0124, -0.1100, 0.0189], [-0.0524, -0.0316, 0.0376], [-0.0282, -0.0277, -0.1240]]}

{"formula": "C21H28MoN3O6S", "method": "ωB97M-V with the def2-TZVPD basis set", "relative_energy_kj_mol": 14.15, "charge": 3, "homo_lumo_gap_ev": [5.698, 5.698], "symbols": ["Mo", "C", "C", "O", "N", "C", "C", "C", "C", "C", "C", "N", "H", "H", "H", "H", "H", "H", "H", "H", "H", "H", "C", "C", "C", "C", "C", "C", "C", "S", "O", "O", "N", "C", "C", "O", "O", "H", "H", "H", "H", "H", "H", "H", "H", "H", "C", "C", "C", "C", "O", "H", "H", "H", "H", "H", "H", "H", "H", "H"], "coordinates": [[0.478500, -0.040757, 0.163817], [3.460580, 0.060852, -3.016543], [3.098772, 0.332400, -1.605814], [1.981528, -0.105650, -1.154498], [3.899554, 0.998812, -0.814144], [3.578334, 1.291557, 0.585859], [2.542004, 2.383971, 0.710299], [2.939896, 3.666122, 1.031297], [2.002871, 4.690282, 1.088037], [0.680353, 4.391334, 0.814274], [0.344364, 3.090449, 0.496575], [1.245795, 2.091528, 0.446111], [3.362014, -1.009060, -3.203696], [4.468944, 0.386846, -3.258082], [2.747889, 0.578019, -3.662723], [4.785193, 1.314125, -1.188010], [4.499042, 1.613185, 1.065037], [3.269164, 0.365576, 1.072385], [3.984135, 3.867478, 1.230502], [2.306932, 5.698833, 1.336110], [-0.092398, 5.146570, 0.840010], [-0.685384, 2.845842, 0.283005], [-4.716972, -2.547880, -5.106356], [-4.031532, -1.755147, -4.043167], [-2.635943, -1.795570, -3.898834], [-1.995753, -1.059651, -2.927547], [-2.774886, -0.265827, -2.079531], [-4.168176, -0.197782, -2.194516], [-4.779389, -0.945252, -3.177507], [-2.056866, 0.648500, -0.832283], [-0.639028, 1.046118, -1.213829], [-2.878764, 1.675825, -0.310929], [-1.472336, -0.321958, 0.416538], [-1.917117, -1.681230, 0.552707], [-0.889341, -2.569613, -0.212362], [-1.009129, -3.688826, -0.518746], [0.270114, -1.812272, -0.433202], [-4.013050, -3.104223, -5.719644], [-5.298434, -1.887347, -5.751864], [-5.420361, -3.251030, -4.656377], [-2.050827, -2.404999, -4.574668], [-0.915613, -1.076161, -2.851747], [-4.746536, 0.441350, -1.540411], [-5.854697, -0.895306, -3.289698], [-2.921017, -1.856580, 0.167032], [-1.872898, -2.000038, 1.595630], [1.125858, 0.511847, 4.659376], [0.995479, -0.878707, 4.231309], [-0.309909, -1.530288, 4.331419], [2.189972, -1.706288, 4.092950], [0.821549, -0.334503, 1.780033], [1.251402, 0.431680, 5.754489], [0.230654, 1.105933, 4.491128], [2.025120, 0.996804, 4.286687], [-0.400951, -1.763468, 5.407482], [-0.363226, -2.481111, 3.806075], [-1.140612, -0.865496, 4.101996], [2.326838, -2.133002, 5.103411], [3.092417, -1.146605, 3.862235], [2.045904, -2.560201, 3.432935]], "forces_ev_per_a": [[0.2240, -0.0957, 0.5190], [-0.0322, -0.0144, -0.0064], [0.0395, 0.0361, -0.0120], [-0.0114, -0.0243, 0.0347], [-0.0015, -0.0135, 0.0289], [0.0153, 0.0071, -0.0017], [0.0463, -0.0104, -0.0785], [0.0135, -0.0104, -0.0054], [-0.0444, 0.0130, -0.0068], [0.0535, 0.0395, 0.0144], [-0.0040, -0.0582, 0.0726], [-0.0253, -0.1545, 0.0781], [-0.0012, 0.0025, -0.0039], [0.0033, 0.0082, 0.0071], [-0.0030, -0.0142, -0.0024], [-0.0062, 0.0166, -0.0087], [0.0057, -0.0123, 0.0056], [-0.0168, 0.0066, -0.0060], [-0.0009, -0.0039, 0.0005], [-0.0079, 0.0003, -0.0002], [0.0049, 0.0047, 0.0002], [0.0031, -0.0161, -0.0038], [-0.0139, -0.0057, -0.0089], [0.0291, 0.0337, 0.0444], [-0.0178, -0.0122, -0.0169], [0.0783, -0.0479, -0.0562], [0.0437, 0.1143, 0.1494], [-0.1382, 0.0154, -0.0207], [0.0477, -0.0131, -0.0079], [-0.0861, -0.1684, -0.1698], [-0.1433, 0.2184, -0.0538], [0.0503, -0.0639, 0.0076], [-0.0139, 0.0546, -0.1385], [-0.0655, -0.0265, 0.0459], [0.0665, 0.0969, 0.0014], [-0.0308, -0.0355, 0.0144], [0.0537, -0.0031, 0.0894], [0.0019, -0.0007, 0.0027], [0.0003, -0.0017, -0.0003], [-0.0010, 0.0000, -0.0012], [-0.0089, -0.0046, -0.0022], [-0.0106, -0.0064, 0.0028], [-0.0033, -0.0039, -0.0034], [-0.0021, -0.0014, 0.0023], [-0.0012, 0.0135, -0.0017], [-0.0083, -0.0087, 0.0051], [-0.0234, 0.0953, -0.2256], [0.0529, -0.2177, 0.9729], [-0.0371, 0.0250, -0.2221], [0.0274, 0.0296, -0.2370], [-0.1002, 0.2457, -0.8558], [0.0030, 0.0044, 0.0002], [-0.0037, -0.0011, 0.0199], [0.0091, -0.0067, 0.0118], [-0.0062, 0.0047, 0.0012], [-0.0019, -0.0064, 0.0077], [-0.0027, 0.0003, 0.0030], [-0.0041, -0.0096, -0.0019], [0.0000, -0.0007, 0.0044], [0.0060, -0.0120, 0.0125]]}

{"formula": "C21H26GeN4O11Sr", "method": "ωB97M-V with the def2-TZVPD basis set", "relative_energy_kj_mol": 9.09, "homo_lumo_gap_ev": 8.240, "symbols": ["Sr", "O", "C", "O", "C", "C", "C", "C", "C", "C", "O", "N", "O", "O", "N", "O", "O", "H", "H", "C", "C", "N", "C", "C", "N", "C", "O", "O", "C", "O", "O", "H", "H", "H", "H", "H", "C", "C", "C", "C", "Ge", "C", "C", "C", "C", "H", "H", "H", "H", "H", "H", "H", "H", "H", "H", "H", "H", "H", "H", "H", "H", "H", "H", "H"], "coordinates": [[1.482934, 0.376029, 1.705287], [-2.480952, 2.834555, 0.830223], [-1.465029, 2.418644, 1.331463], [-0.714317, 1.488097, 0.703513], [-0.961879, 2.780011, 2.679668], [-1.862722, 3.026261, 3.694269], [-1.416020, 3.137881, 5.005119], [-0.095629, 2.896233, 5.341937], [0.789893, 2.649073, 4.319855], [0.444905, 2.747387, 2.938088], [1.318893, 2.737022, 2.017572], [2.119997, 2.157905, 4.642096], [2.575127, 1.265577, 3.915147], [2.695384, 2.578196, 5.610876], [-2.378245, 3.404656, 6.071860], [-3.539315, 3.570032, 5.754454], [-1.955613, 3.456540, 7.210658], [-2.920257, 3.095864, 3.479653], [0.215230, 2.866613, 6.376411], [4.021066, -1.770877, -1.141366], [3.104344, -2.478105, -0.206142], [2.359589, -1.915530, 0.728604], [1.690262, -2.946326, 1.370463], [2.049297, -4.135029, 0.799313], [2.939138, -3.811937, -0.191042], [1.712953, -5.577169, 0.977946], [0.872520, -5.880654, 1.928851], [2.237255, -6.379821, 0.237165], [0.701407, -2.691218, 2.478642], [0.172961, -3.677215, 3.008155], [0.483683, -1.477636, 2.761476], [3.671007, -0.753158, -1.306471], [4.065942, -2.278154, -2.104398], [5.032707, -1.723797, -0.735886], [3.366323, -4.515646, -0.776465], [0.564478, -5.041875, 2.422057], [-0.749193, -2.976814, -3.781409], [-0.770237, -2.060599, -2.565721], [0.264002, -0.945274, -2.664298], [0.280390, -0.036478, -1.432307], [-1.289974, 1.075220, -1.032290], [-1.321817, 2.748100, -2.022806], [-0.969918, 2.662247, -3.513554], [-2.147399, 2.287720, -4.411407], [-2.776042, 0.936189, -4.092439], [-1.483303, -3.776652, -3.690109], [0.232401, -3.438925, -3.905960], [-0.971661, -2.420663, -4.694783], [-0.580436, -2.641588, -1.656910], [-1.769390, -1.630268, -2.446789], [0.091841, -0.360101, -3.571222], [1.254954, -1.397018, -2.786329], [1.133367, 0.653039, -1.486581], [0.433266, -0.691105, -0.566109], [-2.586573, 0.290462, -0.850980], [-0.590445, 3.371183, -1.499887], [-2.291659, 3.222623, -1.869418], [-0.148395, 1.954985, -3.674789], [-0.589151, 3.634552, -3.834858], [-1.808765, 2.293407, -5.450147], [-2.910242, 3.067426, -4.332974], [-2.029013, 0.138480, -4.098636], [-3.535031, 0.671130, -4.828617], [-3.268897, 0.936296, -3.117722]], "forces_ev_per_a": [[0.0552, -0.0797, 0.0824], [-0.0065, -0.0160, 0.0146], [0.0199, 0.0458, -0.0332], [-0.0460, -0.0229, -0.0120], [0.0151, 0.0019, 0.0366], [-0.0159, -0.0058, -0.0129], [0.0078, -0.0128, 0.0244], [-0.0198, 0.0055, -0.0012], [0.0237, -0.0232, -0.0159], [0.0191, -0.0107, -0.0541], [-0.0282, 0.1018, -0.0244], [-0.0616, 0.0623, 0.0354], [0.0795, -0.0405, 0.0661], [0.0047, 0.0029, 0.0017], [0.0093, 0.0585, -0.0006], [-0.0038, -0.0187, -0.0047], [-0.0026, -0.0204, 0.0008], [0.0003, 0.0015, -0.0052], [0.0050, 0.0010, 0.0026], [-0.0018, 0.0067, 0.0014], [-0.0033, -0.0147, -0.0103], [-0.0036, 0.0041, -0.0042], [-0.0174, 0.0326, -0.0255], [-0.0102, -0.0002, 0.0046], [0.0032, 0.0006, 0.0110], [0.0232, -0.0042, 0.0218], [0.0078, -0.0055, 0.0092], [-0.0119, 0.0005, -0.0106], [-0.0136, -0.0251, -0.0390], [0.0096, -0.0008, 0.0190], [0.0310, -0.0122, -0.0774], [0.0014, 0.0006, 0.0002], [0.0007, -0.0004, 0.0013], [-0.0010, 0.0020, 0.0041], [0.0013, 0.0032, -0.0003], [-0.0235, 0.0087, -0.0227], [0.0008, -0.0006, 0.0026], [0.0054, 0.0006, -0.0014], [-0.0052, 0.0061, 0.0126], [0.0400, -0.0430, -0.0084], [-0.0344, -0.0051, -0.0072], [0.0127, -0.0054, -0.0020], [-0.0048, -0.0009, -0.0052], [0.0001, -0.0005, 0.0060], [-0.0134, 0.0183, 0.0043], [-0.0014, 0.0008, -0.0003], [-0.0009, -0.0004, 0.0009], [-0.0003, 0.0006, 0.0012], [-0.0037, -0.0020, 0.0011], [-0.0014, -0.0012, 0.0019], [-0.0044, 0.0084, -0.0140], [-0.0020, -0.0039, 0.0022], [-0.0140, 0.0178, 0.0075], [-0.0335, -0.0046, 0.0195], [0.0009, 0.0024, 0.0042], [-0.0002, -0.0029, 0.0072], [0.0005, 0.0029, -0.0071], [-0.0008, 0.0022, 0.0004], [-0.0043, -0.0005, -0.0029], [0.0014, -0.0021, 0.0009], [-0.0035, 0.0016, -0.0010], [0.0215, -0.0200, 0.0012], [-0.0046, 0.0053, 0.0032], [0.0025, -0.0001, -0.0104]]}